*1*
The following is a DFT calculation (ωB97M-V/def2-TZVPD) of 2 unconnected molecules or ions with the total composition C5H5NO.

spin multiplicity: 1
HOMO (spin up / spin down): -8.3 / -8.3 eV

Last column: Löwdin charge in e.
Element x y z (Å)
O 0.909 1.056 2.512  0.145
C 0.991 0.582 1.447  -0.257
C 1.789 -0.152 0.657  -0.125
C 1.706 -0.755 -0.473  0.073
C -0.762 0.751 -0.330  -0.383
C -0.657 -0.631 -0.800  0.020
N -1.930 1.054 0.102  0.137
H 2.605 -1.302 -0.790  0.053
H -0.170 1.478 -0.901  0.121
H -1.245 -1.414 -0.278  0.087
H -0.882 -0.603 -1.867  0.067
H -2.306 0.271 0.649  0.062

*2*
The following is a DFT calculation (ωB97M-V/def2-TZVPD) of a single C5H5NO molecule.

spin multiplicity: 1
HOMO: -10.6 eV
structure (SMILES): N#C/C=C/[C@H]1CO1

Last column: Löwdin charge in e.
Element x y z (Å)
N 0.536 3.734 0.696  0.146
C 0.491 2.622 0.377  -0.218
C 0.259 1.267 -0.032  -0.090
C 0.406 0.206 0.765  -0.014
C -0.225 -1.098 0.413  -0.301
C -0.419 -1.537 -0.967  -0.117
O 0.532 -2.171 -0.122  -0.020
H -0.168 1.155 -1.025  0.110
H 0.853 0.306 1.754  0.126
H -0.966 -1.410 1.153  0.149
H 0.011 -0.963 -1.788  0.113
H -1.308 -2.111 -1.223  0.116

In terms of stability, *2* leads; the second structure lies 4.712 eV higher.

*1*
The following is a DFT calculation (ωB97M-V/def2-TZVPD) of a single C4H6NP molecule.

spin multiplicity: 1
HOMO: -7.6 eV
structure (SMILES): C1=P2=C1CCN2

Last column: Löwdin charge in e.
Element x y z (Å)
C 1.597 1.146 0.581  -0.240
P 1.846 -0.581 -0.207  0.889
C 0.669 0.966 -0.319  -0.408
C -0.765 0.764 -0.429  -0.189
C -0.887 -0.784 -0.063  -0.236
N 0.412 -1.421 0.334  -0.328
H 2.024 1.803 1.362  0.059
H -1.116 1.519 0.256  0.101
H -1.153 0.959 -1.476  0.125
H -1.631 -0.733 0.846  0.134
H -1.297 -1.287 -0.836  0.053
H 0.300 -2.350 -0.049  0.041

*2*
The following is a DFT calculation (ωB97M-V/def2-TZVPD) of 2 unconnected molecules or ions with the total composition C4H6NP.

spin multiplicity: 1
HOMO: -10.3 eV

Last column: Löwdin charge in e.
Element x y z (Å)
C -2.875 -0.555 -0.547  -0.366
C 0.232 0.420 -0.131  -0.736
C 1.605 0.897 -0.414  -0.162
C 0.007 -0.704 0.860  -0.141
N -3.825 -1.179 -0.644  -0.057
P -0.987 0.970 -1.102  1.038
H 1.798 1.042 -1.457  0.055
H 2.297 0.132 -0.090  0.080
H 1.934 1.851 0.055  0.099
H 0.475 -0.576 1.871  0.100
H 0.343 -1.694 0.517  0.100
H -1.005 -0.604 1.081  -0.010

In terms of stability, *2* leads; the second structure lies 0.188 eV higher.